Record 1
DFT (ωB97M-V/def2-TZVPD) results for 2 unconnected molecules or ions with the total composition C22H14NO5 at a distorted geometry.

The calculation puts the LUMO energy at 2.25 eV. The calculation puts the energy relative to the best compared isomer or geometry (same formula, charge and spin) at 8.9 kcal per mole. The highest occupied orbital energy comes out at -4.20 eV. Its total charge is -1.

```
42
Properties=species:S:1:pos:R:3:mulliken_charge:R:1
C -0.067 4.700 -0.465 -0.456
C 0.295 3.525 -1.134 -0.291
C 1.006 2.556 -0.441 -0.098
C 1.381 2.757 0.898 0.031
C 1.037 3.929 1.563 -0.364
C 0.300 4.901 0.878 -0.422
C 2.158 1.577 1.390 -0.372
O 2.593 1.409 2.518 -0.679
C 2.274 0.660 0.204 0.320
C 2.979 -0.501 0.241 -0.043
C 2.897 -1.527 -0.803 0.493
C 3.280 -1.210 -2.116 -0.126
C 3.277 -2.186 -3.113 -0.836
C 2.827 -3.487 -2.830 -0.372
C 2.394 -3.797 -1.530 -0.579
C 2.444 -2.834 -0.509 -0.224
C 1.495 1.233 -0.934 0.613
O 1.286 0.763 -2.047 -0.705
H -0.643 5.459 -0.992 0.365
H 0.045 3.335 -2.178 0.452
H 1.352 4.053 2.598 0.451
H 0.005 5.815 1.393 0.369
H 3.397 -0.768 1.200 0.449
H 3.604 -0.196 -2.339 0.427
H 3.665 -1.938 -4.103 0.347
H 2.819 -4.262 -3.615 0.344
H 2.058 -4.811 -1.281 0.342
H 2.112 -3.049 0.514 0.390
O 9.883 0.504 -1.418 -0.619
N 9.805 -0.664 -1.006 0.982
O 10.769 -1.443 -0.982 -0.632
C 8.533 -1.116 -0.536 -0.059
C 8.414 -2.424 -0.029 -0.405
C 7.180 -2.816 0.502 -0.563
C 6.083 -1.965 0.517 -0.024
C 6.149 -0.622 -0.016 0.293
O 5.134 0.132 0.001 -0.657
C 7.434 -0.251 -0.578 -0.520
H 9.275 -3.101 -0.030 0.383
H 7.141 -3.820 0.917 0.340
H 5.122 -2.275 0.919 0.235
H 7.535 0.724 -1.042 0.422
```

Record 2
DFT (ωB97M-V/def2-TZVPD) results for a molecular structure, C22H15BiBrN3O4Se4.

The calculation puts the LUMO energy at -0.20 eV. The calculation puts the energy relative to the best compared isomer or geometry (same formula, charge and spin) at 2.4 kcal per mole. The highest occupied orbital energy comes out at -8.04 eV. Its total charge is 0.

```
50
Properties=species:S:1:pos:R:3:mulliken_charge:R:1
Bi 0.043 0.026 -0.925 0.984
Se 1.438 2.250 -0.596 -0.330
Se 2.300 2.533 -2.750 -0.017
Se 3.276 0.467 -2.907 -0.152
Se 1.287 -0.739 -3.158 -0.315
C 2.969 -0.757 1.591 -0.812
O 1.548 -0.777 1.690 -0.056
C 1.016 -1.236 2.855 0.446
C 1.769 -1.654 3.935 -0.536
C 1.123 -2.131 5.074 -0.780
Br 2.170 -2.697 6.546 -0.229
C -0.243 -2.201 5.143 -0.559
C -1.015 -1.785 4.050 1.284
C -0.391 -1.291 2.901 -0.117
O -1.058 -0.873 1.816 -0.604
C -2.476 -1.855 4.091 -0.034
N -3.249 -1.489 3.097 -0.376
C -4.549 -1.712 3.522 0.201
C -5.756 -1.503 2.860 -0.797
C -6.917 -1.819 3.536 -0.544
C -6.887 -2.332 4.842 -0.409
C -5.696 -2.546 5.509 -1.017
C -4.533 -2.225 4.820 0.689
N -3.194 -2.307 5.160 -0.052
H 3.376 -1.765 1.696 0.405
H 3.399 -0.100 2.350 0.380
H 3.197 -0.363 0.606 0.040
H 2.846 -1.622 3.908 0.524
H -0.708 -2.580 6.042 0.440
H -2.035 -1.015 1.975 0.713
H -5.768 -1.111 1.852 0.515
H -7.873 -1.671 3.052 0.379
H -7.819 -2.566 5.338 0.379
H -5.676 -2.943 6.515 0.377
H -2.820 -2.642 6.029 0.198
O -2.853 -0.964 -1.445 -0.690
C -2.785 0.101 -2.026 0.501
N -1.658 0.898 -2.055 -0.081
C -1.876 2.042 -2.825 0.105
O -1.087 2.926 -3.033 -0.552
C -3.294 1.955 -3.313 0.277
C -4.017 2.820 -4.107 -0.445
C -5.330 2.464 -4.401 -0.436
C -5.885 1.283 -3.910 -0.447
C -5.143 0.417 -3.111 -0.497
C -3.844 0.783 -2.830 0.275
H -3.575 3.733 -4.482 0.485
H -5.933 3.113 -5.022 0.392
H -6.910 1.037 -4.156 0.396
H -5.562 -0.502 -2.726 0.500
```

Record 3
DFT (ωB97M-V/def2-TZVPD) results for a molecular structure, C22H15BrHgI2N5OS at a distorted geometry.

The calculation puts the LUMO energy (spin up / spin down) at 3.47 / 3.47 eV. The highest occupied orbital energy (spin up / spin down) comes out at -0.62 / -1.73 eV. Its spin multiplicity is 2. Its expectation value of S² is 0.785. Its total charge is -2.

```
48
Properties=species:S:1:pos:R:3:mulliken_charge:R:1
Hg -0.113 -2.108 -0.569 1.251
S 2.279 -1.532 -0.464 -0.612
C 2.077 0.194 -0.625 0.208
N 3.128 1.012 -0.549 -0.630
N 4.296 0.336 -0.307 0.266
C 5.501 0.895 -0.560 0.501
C 6.646 0.083 -0.409 -0.523
C 7.907 0.576 -0.665 -0.390
C 8.075 1.906 -1.055 -0.578
C 6.954 2.699 -1.178 -0.332
C 5.677 2.229 -0.934 -0.430
N 0.916 0.883 -0.852 -0.398
N -0.219 0.240 -0.984 -0.218
C -1.313 1.095 -1.028 -0.033
C -1.254 2.442 -0.637 -0.284
C -2.364 3.254 -0.687 -0.433
C -3.580 2.783 -1.133 -0.574
C -3.655 1.458 -1.553 -0.298
C -2.542 0.639 -1.537 -0.337
H 4.248 -0.686 -0.182 0.155
H 6.523 -0.930 -0.024 0.286
H 8.795 -0.026 -0.512 0.309
H 9.055 2.332 -1.236 0.338
H 7.058 3.744 -1.477 0.294
H 4.795 2.856 -1.008 0.387
H -0.316 2.824 -0.253 0.409
H -2.243 4.269 -0.330 0.319
H -4.464 3.402 -1.104 0.355
H -4.619 1.051 -1.847 0.343
H -2.601 -0.384 -1.876 0.386
I -0.823 -1.640 4.983 -0.032
C -2.338 -1.684 3.514 -0.532
C -3.662 -1.480 3.910 -0.424
C -4.679 -1.550 2.981 -0.372
I -6.662 -1.211 3.599 -0.044
C -4.390 -1.859 1.627 1.306
C -5.353 -2.034 0.606 -0.631
C -4.967 -2.404 -0.646 -0.962
C -3.601 -2.528 -0.914 -0.381
N -2.706 -2.321 -0.004 0.121
C -3.054 -2.012 1.251 -0.291
C -1.936 -1.921 2.192 0.872
O -0.745 -2.048 1.825 -0.885
H -3.906 -1.213 4.933 0.301
H -6.386 -1.898 0.849 0.166
H -5.693 -2.571 -1.441 0.366
H -3.208 -2.819 -1.877 0.397
Br -0.538 -4.346 -1.816 -0.717
```

Record 4
DFT (ωB97M-V/def2-TZVPD) results for a molecular structure, C22H15Cl5N5O7ReS2 at a distorted geometry.

The calculation puts the LUMO energy (spin up / spin down) at -5.64 / -5.21 eV. The calculation puts the energy relative to the best compared isomer or geometry (same formula, charge and spin) at 31.3 kcal per mole. The highest occupied orbital energy (spin up / spin down) comes out at -11.09 / -11.10 eV. Its spin multiplicity is 2. Its expectation value of S² is 0.760. Its total charge is +1.

```
57
Properties=species:S:1:pos:R:3:mulliken_charge:R:1
Re -0.921 -0.110 -1.307 1.275
O -0.815 1.531 2.595 -0.904
C -1.053 1.479 1.376 0.854
O -1.029 0.346 0.779 -0.749
C -1.341 2.748 0.654 0.368
C -1.598 3.895 1.384 -0.545
C -1.826 5.108 0.745 -0.502
C -1.757 5.219 -0.638 -0.317
C -1.479 4.096 -1.386 -0.611
C -1.312 2.815 -0.778 0.901
O -1.145 1.795 -1.514 -0.676
N -1.331 4.209 -2.821 1.061
O -1.666 5.252 -3.325 -0.625
O -0.850 3.267 -3.417 -0.564
N -2.110 6.296 1.529 1.074
O -2.300 7.319 0.919 -0.609
O -2.136 6.163 2.730 -0.616
H -1.640 3.842 2.463 0.637
H -1.898 6.179 -1.120 0.653
Cl -0.241 -0.156 -3.666 -0.132
C 1.304 0.166 -2.947 1.053
C 1.176 0.082 -1.561 -1.510
C 2.315 0.348 -0.819 0.706
Cl 2.241 0.247 0.878 -0.262
C 3.519 0.719 -1.421 -0.305
Cl 4.902 1.072 -0.468 -0.160
C 3.583 0.825 -2.814 0.755
Cl 5.029 1.334 -3.563 -0.147
C 2.454 0.546 -3.606 -0.378
Cl 2.493 0.705 -5.303 -0.160
S -3.287 -0.959 -1.573 -0.399
C -2.378 -2.395 -1.409 0.595
N -1.069 -2.185 -1.244 0.278
C -0.367 -3.352 -1.124 -0.244
C 1.010 -3.478 -0.961 0.057
C 1.548 -4.743 -0.850 -0.953
C 0.737 -5.877 -0.908 -0.562
C -0.633 -5.768 -1.073 -0.524
C -1.181 -4.501 -1.182 0.562
S -2.859 -4.051 -1.413 -0.202
H 1.617 -2.587 -0.940 0.424
H 2.612 -4.860 -0.709 0.440
H 1.187 -6.856 -0.830 0.410
H -1.254 -6.646 -1.126 0.425
N 0.709 -0.204 3.744 0.079
C 0.167 -1.538 4.095 -0.487
C 0.383 -2.554 2.957 -0.905
N -0.219 -2.229 1.693 0.223
H 1.013 0.305 4.573 0.438
H -0.029 0.461 3.231 0.151
H 1.504 -0.290 3.103 0.203
H -0.899 -1.435 4.304 0.341
H 0.666 -1.917 4.989 0.417
H -0.030 -3.511 3.291 0.429
H 1.453 -2.688 2.785 0.393
H 0.239 -1.458 1.223 -0.409
H -1.205 -2.024 1.774 0.258
```

Record 5
DFT (ωB97M-V/def2-TZVPD) results for a molecular structure, C22H15F2NOS3SeTc at a distorted geometry.

The calculation puts the LUMO energy at -5.19 eV. The calculation puts the energy relative to the best compared isomer or geometry (same formula, charge and spin) at 5.3 kcal per mole. The highest occupied orbital energy comes out at -11.86 eV. Its total charge is +1.

```
46
Properties=species:S:1:pos:R:3:mulliken_charge:R:1
Tc 1.954 0.639 0.177 -0.755
Se 3.371 1.418 -1.582 -0.072
C 2.322 1.292 -3.101 0.285
N 1.672 1.211 -4.052 -0.475
O 0.708 1.679 1.054 -1.138
C -0.727 1.653 0.946 2.899
C -0.955 1.260 -0.500 -0.568
C -0.689 -0.093 -1.020 0.481
C -0.830 -0.051 -2.507 -0.830
C -1.050 1.171 -2.978 -0.614
S -1.189 2.346 -1.687 0.083
C -1.263 0.569 1.865 -0.394
C -0.560 -0.176 2.757 -0.291
C -1.375 -1.133 3.442 -0.829
C -2.671 -1.086 3.046 -0.423
S -2.926 0.126 1.859 -0.016
C -1.233 3.048 1.233 -1.000
C -2.473 3.566 0.993 -0.351
C -2.604 4.902 1.473 -0.796
C -1.464 5.345 2.069 -0.479
S -0.231 4.166 2.053 -0.101
H -1.337 -0.837 -0.543 0.675
H -0.709 -0.933 -3.125 0.498
H -1.146 1.490 -4.009 0.497
H 0.499 -0.052 2.938 0.529
H -1.000 -1.814 4.199 0.439
H -3.506 -1.681 3.392 0.503
H -3.279 3.024 0.503 0.515
H -3.504 5.496 1.378 0.438
H -1.275 6.314 2.514 0.456
F 2.022 -1.883 1.753 -0.214
C 2.797 -0.841 1.355 0.062
F 3.691 -1.274 0.407 -0.231
H 3.348 -0.478 2.222 0.441
C 0.786 -0.538 -0.717 1.763
C 1.041 -1.916 -1.169 0.418
C 0.182 -2.954 -0.782 -0.130
C 0.455 -4.257 -1.162 -0.885
C 1.560 -4.530 -1.963 -0.497
C 2.409 -3.503 -2.353 -0.910
C 2.165 -2.203 -1.940 0.184
H -0.666 -2.755 -0.128 0.383
H -0.193 -5.062 -0.829 0.432
H 1.758 -5.547 -2.280 0.422
H 3.275 -3.715 -2.969 0.432
H 2.837 -1.403 -2.230 0.163
```

Record 6
DFT (ωB97M-V/def2-TZVPD) results for a molecular structure, C22H15F5N4O3Pr at a distorted geometry.

The calculation puts the LUMO energy (spin up / spin down) at 2.54 / 2.55 eV. The highest occupied orbital energy (spin up / spin down) comes out at -4.21 / -4.22 eV. Its spin multiplicity is 3. Its expectation value of S² is 2.002. Its total charge is -1.

```
50
Properties=species:S:1:pos:R:3:mulliken_charge:R:1
Pr 0.158 0.241 0.081 0.429
O 2.053 0.925 4.103 -0.798
C 1.755 0.871 2.908 0.176
N 0.587 1.092 2.293 0.188
C -0.521 1.651 2.977 0.332
C -0.392 2.400 4.150 -0.796
C -1.474 3.052 4.724 -0.558
C -2.721 2.963 4.131 -0.642
C -2.881 2.212 2.974 -0.824
C -1.807 1.539 2.379 0.396
N -1.915 0.806 1.168 0.252
C -3.096 0.434 0.666 0.285
O -4.235 0.520 1.132 -0.815
C -2.998 -0.219 -0.715 0.513
C -4.139 -0.819 -1.235 -0.676
C -4.079 -1.417 -2.480 -0.255
C -2.891 -1.362 -3.196 -0.892
C -1.816 -0.715 -2.625 -0.143
N -1.854 -0.174 -1.404 0.119
C 2.892 0.516 1.947 0.576
C 4.193 0.539 2.435 -0.767
C 5.241 0.264 1.577 -0.292
C 4.959 -0.052 0.254 -0.893
C 3.639 -0.074 -0.143 -0.212
N 2.628 0.212 0.676 0.339
H 0.580 2.465 4.613 0.419
H -1.334 3.632 5.631 0.364
H -3.576 3.469 4.568 0.369
H -3.851 2.130 2.516 0.393
H -5.035 -0.793 -0.631 0.483
H -4.947 -1.917 -2.894 0.410
H -2.798 -1.803 -4.180 0.379
H -0.880 -0.616 -3.162 0.460
H 4.332 0.775 3.480 0.517
H 6.265 0.293 1.927 0.399
H 5.744 -0.278 -0.457 0.385
H 3.369 -0.324 -1.163 0.473
F 1.173 0.877 -1.946 -0.322
C 1.177 2.196 -1.278 -0.415
F -0.242 2.309 -0.996 -0.287
C 1.367 3.143 -2.437 0.995
F 0.999 4.381 -2.076 -0.267
F 0.670 2.824 -3.553 -0.267
F 2.667 3.169 -2.787 -0.274
C 0.597 -3.554 0.837 -1.414
C 0.381 -2.118 0.494 0.807
O 0.708 -1.690 -0.670 -0.610
H 1.058 -4.084 0.003 0.323
H -0.360 -4.016 1.090 0.324
H 1.233 -3.627 1.723 0.317
```